1.
Density functional theory data (ωB97M-V/def2-TZVPD) for C3H7NO3 in the gas phase in a non-equilibrium geometry.

XYZ file:
```
14
Properties=species:S:1:pos:R:3:forces:R:3:mulliken_charge:R:1
C -1.2943 -0.9793 -0.6320 2.5291 -0.6439 1.2821 -0.878
C -1.4585 0.4407 -0.1722 -1.5055 0.5321 1.7142 0.725
O -2.4789 1.0273 0.1755 1.6978 -1.4602 -1.1898 -0.580
O -0.3120 1.1529 -0.0307 0.8867 0.7762 0.2800 -0.324
N 0.9117 0.4394 -0.1982 -0.7645 -0.6002 -1.7491 0.129
C 1.2668 -0.1979 1.0695 2.1035 0.6712 -0.0886 -0.693
O 1.8130 1.3772 -0.8262 0.5437 -1.3321 2.6389 -0.433
H -2.1390 -1.1748 -1.2010 -1.1109 -0.4850 -1.9228 0.316
H -1.3959 -1.7747 0.1503 0.0913 1.1670 0.0815 0.236
H -0.2044 -1.1267 -1.0107 -2.3805 0.2296 -0.1770 0.348
H 0.6954 0.2946 1.8701 0.4331 -0.1957 -0.0055 0.308
H 2.4248 -0.0432 1.2134 -2.3257 -0.6214 -0.1032 0.303
H 0.9511 -1.2813 0.9744 0.7044 1.2182 0.2750 0.222
H 1.2201 1.8458 -1.3822 -0.9025 0.7443 -1.0356 0.320
```
Forces are in eV/Å.

Output
HOMO (eV): -9.2
Kohn-Sham gap (eV): 9.88
Energy relative to the best compared isomer or geometry (same formula, charge and spin) (kJ/mol): 510.11
SMILES: CC(=O)ON(C)O



2.
Density functional theory data (ωB97M-V/def2-TZVPD) for a molecular structure, C26H30N6S2Ti.

XYZ file:
```
65
Properties=species:S:1:pos:R:3:forces:R:3:mulliken_charge:R:1
Ti 0.5333 -0.2784 0.7561 0.4167 0.1531 0.8470 0.438
N -1.5459 -1.1524 1.4610 0.1911 -0.0098 -0.1953 -0.336
C -1.3487 -2.1927 2.4924 -0.0502 -0.0396 0.0703 -0.823
C -0.0815 -2.9652 2.1909 -0.0052 -0.0234 0.0116 -0.795
N 1.0882 -2.0644 2.1071 0.0759 0.1936 -0.1342 0.441
C 2.2060 -2.7444 1.4128 -0.0041 -0.1713 0.1075 -0.640
C 3.2864 -1.7903 0.9460 0.1534 0.0831 -0.0896 -0.900
N 2.7418 -0.7298 0.0545 -0.2147 -0.1748 0.1080 -0.372
C 1.5080 -1.5994 3.4608 0.0175 -0.1305 -0.0402 -1.022
C 1.1716 -0.1463 3.7594 -0.0395 -0.0589 0.0447 -0.587
N 1.6114 0.7066 2.6371 -0.1062 -0.0771 -0.1192 -0.493
H -2.2536 -0.4911 1.7689 0.0680 0.0405 -0.0012 0.263
H -1.9413 -1.5880 0.6296 0.0236 0.0511 -0.0033 0.238
H -2.1929 -2.8832 2.5433 0.0229 -0.0011 0.0278 0.498
H -1.2781 -1.7044 3.4650 -0.0037 -0.0109 -0.0070 0.294
H -0.1794 -3.4687 1.2261 -0.0619 0.0110 0.0089 0.464
H 0.0731 -3.7392 2.9507 0.0135 -0.0200 -0.0401 0.388
H 1.7864 -3.2736 0.5540 0.0314 0.0341 -0.0331 0.432
H 2.6576 -3.5036 2.0629 -0.0007 -0.0212 -0.0507 0.376
H 4.0628 -2.3652 0.4377 0.0119 -0.0130 0.0601 0.520
H 3.7727 -1.3043 1.7931 -0.0440 -0.0065 0.0115 0.324
H 2.7543 -1.0634 -0.9067 -0.0719 0.0006 0.0130 0.250
H 3.3863 0.0565 0.0574 -0.0777 0.0386 -0.0243 0.271
H 2.5870 -1.7381 3.5489 -0.0056 0.0337 0.0347 0.461
H 1.0555 -2.2416 4.2201 0.0406 0.0297 0.0490 0.327
H 1.6463 0.1306 4.7041 -0.0393 -0.0042 0.0073 0.511
H 0.0963 -0.0069 3.8803 0.0093 -0.0051 -0.0056 0.299
H 2.6276 0.6816 2.5897 -0.0260 0.0024 -0.0600 0.240
H 1.3921 1.6797 2.8314 -0.0540 -0.0305 0.0084 0.236
S -3.3008 5.8930 1.1494 -0.0502 0.0897 -0.0278 -0.132
C -3.1750 6.6676 2.6595 0.0036 -0.0112 0.0617 -0.405
C -2.2549 6.0692 3.4683 -0.0045 -0.0119 -0.0427 -0.573
C -1.6345 4.9608 2.8435 -0.0993 0.1527 -0.0712 -0.464
C -2.0969 4.7468 1.5686 0.1755 -0.2072 0.0678 0.271
C -1.6670 3.7133 0.6274 0.0386 -0.0797 0.1039 0.493
C -0.9830 2.5705 1.0878 0.0512 0.1530 0.0148 -0.405
N -0.5685 1.5891 0.3094 -0.1091 -0.3817 -0.3769 0.266
C -0.8493 1.6320 -1.0206 0.0298 -0.0693 -0.2629 0.250
C -1.4743 2.7511 -1.5861 -0.0316 0.0940 0.0281 0.640
C -1.6804 2.8228 -3.0068 0.0216 -0.0281 0.0451 -1.144
C -1.2991 1.8101 -3.8061 -0.0040 0.0128 0.0612 -1.105
C -0.7190 0.6156 -3.2532 -0.0516 -0.0740 -0.1657 0.878
C -0.3790 -0.4688 -4.0749 0.0260 -0.0016 0.0647 -0.756
C 0.1219 -1.6350 -3.5306 0.0103 -0.0608 0.1451 0.598
C 0.2609 -1.6544 -2.1298 -0.0132 -0.2056 0.0882 -0.540
N -0.0256 -0.6481 -1.3256 -0.1191 0.6165 -0.0954 -0.032
C -0.5075 0.5054 -1.8722 -0.1669 0.1922 -0.0101 -0.242
C 0.4827 -2.8050 -4.3306 -0.1683 0.2692 -0.0973 0.393
C 0.2372 -3.0034 -5.6630 0.1014 -0.1673 0.0405 -0.494
C 0.7197 -4.2529 -6.1263 0.0045 0.0070 0.0407 -0.600
C 1.3198 -4.9773 -5.1419 -0.0332 0.0064 -0.0877 -0.399
S 1.3020 -4.1538 -3.6489 0.0736 -0.0892 0.0275 -0.121
C -1.8784 3.7899 -0.7343 0.0425 -0.0770 -0.1074 -0.657
H -3.7906 7.5251 2.8775 -0.0130 -0.0020 0.0026 0.451
H -2.0252 6.4131 4.4649 -0.0006 0.0054 0.0097 0.402
H -0.8555 4.3814 3.3167 0.0236 -0.0263 -0.0062 0.402
H -0.7655 2.4686 2.1448 -0.0229 0.0115 0.0103 0.336
H -2.1416 3.7126 -3.4143 -0.0071 -0.0021 -0.0138 0.471
H -1.4460 1.8663 -4.8764 0.0123 -0.0197 -0.0123 0.465
H -0.5197 -0.3771 -5.1438 -0.0021 0.0076 -0.0089 0.440
H 0.6115 -2.5531 -1.6299 0.0196 -0.0244 -0.0979 0.301
H -0.2753 -2.3008 -6.3027 -0.0207 0.0384 0.0206 0.357
H 0.6219 -4.5991 -7.1436 0.0036 -0.0075 -0.0103 0.408
H 1.7686 -5.9539 -5.2191 0.0136 -0.0093 0.0227 0.449
H -2.3570 4.6580 -1.1716 -0.0052 0.0260 0.0329 0.494
```
Forces are in eV/Å.

Output
2S+1: 3
HOMO (spin up / spin down) (eV): -12.4 / -12.8
Total charge: +2
Kohn-Sham gap (spin up / spin down) (eV): 6.72 / 7.01



3.
Density functional theory data (ωB97M-V/def2-TZVPD) for 2 unconnected molecules or ions with the total composition C3H4O3S in a non-equilibrium geometry.

XYZ file:
```
11
Properties=species:S:1:pos:R:3:forces:R:3:mulliken_charge:R:1
C -0.6707 -0.4289 0.3043 -0.0512 0.1476 -0.0237 -0.699
C 1.1623 0.9463 -0.6752 0.0507 1.6447 -1.0346 0.161
C 0.6465 -0.0456 0.2106 -2.2742 -1.7038 1.6578 0.207
O 3.8702 -0.0252 1.2593 0.4143 0.2215 -0.0281 -0.422
O 3.8013 -1.2809 -0.7928 -0.0446 -0.0098 -0.5336 -0.418
O 2.3205 1.3838 -0.5580 -2.6482 -0.2649 -1.1804 -0.537
S 4.1781 -0.0611 -0.1434 0.1158 -0.5057 0.9310 0.772
H -1.1640 -1.2248 1.0235 1.6115 1.8211 -1.4177 0.240
H -1.4253 0.0952 -0.3461 0.8439 -0.7066 0.5045 0.199
H 0.3486 1.3048 -1.4484 1.7759 -0.0869 0.8894 0.231
H 1.3762 -0.3837 0.9210 0.2061 -0.5572 0.2355 0.266
```
Forces are in eV/Å.

Output
HOMO (eV): -10.6
Kohn-Sham gap (eV): 9.68
Energy relative to the best compared isomer or geometry (same formula, charge and spin) (kJ/mol): 278.85